A 16-piece molecular cluster, C84H164N12O16 overall. Source: the OMol25 dataset; level of theory: ωB97M-V/def2-TZVPD.

The HOMO-LUMO gap is 8.726 eV. As for the multiplicity: 1.

Each line ends with the Löwdin charge.
CARTESIAN COORDINATES (ANGSTROEM)
C 3.9428 1.7358 4.2263  -0.0310
C 5.4843 1.5337 4.2050  -0.5178
C 5.9699 1.9396 2.8286  -0.1731
C 7.4663 1.9814 2.7679  -0.1846
C 7.9341 2.9554 3.8579  -0.1572
C 7.5077 2.6622 5.2740  -0.4779
N 5.9945 2.4892 5.2163  -0.0449
O 5.5797 2.0428 6.5827  -0.0568
C 8.1881 1.3963 5.8799  -0.0103
C 7.7493 3.9138 6.1705  -0.0300
C 5.8773 0.0525 4.4430  -0.0127
H 3.5217 1.3268 3.2805  0.0807
H 3.7667 2.8036 4.2018  0.0681
H 3.5003 1.3071 5.1614  0.0903
H 5.5212 1.2845 2.1004  0.0952
H 5.5698 2.9865 2.6480  0.1428
H 7.8210 2.3102 1.7824  0.1130
H 7.8796 0.9373 2.9882  0.1198
H 7.5722 3.9097 3.5039  0.1083
H 9.0605 3.1197 3.8630  0.1437
H 7.5018 0.8443 6.4529  0.0574
H 8.4197 0.6845 5.1385  0.0449
H 9.0729 1.6547 6.4390  0.0851
H 8.7912 4.2535 6.0643  0.0850
H 7.0787 4.6890 5.7843  0.0776
H 7.5058 3.6896 7.1905  0.0684
H 5.2441 -0.4895 3.7217  0.0903
H 5.6408 -0.3040 5.4442  0.0889
H 6.9119 -0.1020 4.3203  0.0306
H 4.7208 2.4975 6.7580  0.0566
C -2.6227 -5.7773 5.7798  -0.0315
C -1.5548 -4.9741 4.9460  -0.4992
C -0.9304 -5.9537 3.9090  -0.1270
C -1.9166 -6.3730 2.8025  -0.1838
C -2.4381 -5.1527 2.0968  -0.1495
C -3.1047 -4.1451 3.0283  -0.4663
N -2.1379 -3.9184 4.1558  -0.0327
O -2.7878 -2.9777 5.1103  -0.0757
C -3.2944 -2.8051 2.3673  -0.0203
C -4.5041 -4.7574 3.4317  -0.0110
C -0.5362 -4.3644 5.9431  -0.0139
H -2.2511 -6.5466 6.4512  0.0755
H -3.4634 -6.2146 5.1895  0.0591
H -3.1188 -5.1228 6.5259  0.0876
H 0.0371 -5.7067 3.4164  0.1078
H -0.5842 -6.8658 4.4114  0.1190
H -2.7316 -6.9535 3.2992  0.1123
H -1.4053 -7.0737 2.1557  0.1044
H -3.0907 -5.3116 1.2171  0.1318
H -1.5428 -4.7101 1.6031  0.1086
H -3.8995 -2.1697 2.9676  0.0632
H -2.3058 -2.4747 2.0872  0.0831
H -3.8733 -2.8887 1.4130  0.1093
H -4.3592 -5.6913 3.8791  0.0237
H -4.9453 -4.1414 4.2052  0.0801
H -5.1657 -4.8106 2.6012  0.0675
H 0.3866 -3.9983 5.4311  0.0990
H -0.2796 -5.1502 6.6276  0.0680
H -1.0782 -3.5610 6.5089  0.0916
H -2.0888 -2.2736 5.1704  0.0666
C 1.8222 -2.7241 -8.1081  -0.0185
C 2.5490 -1.5386 -7.4870  -0.5037
C 3.1086 -0.6759 -8.6281  -0.1210
C 3.7771 0.6106 -8.1039  -0.1579
C 2.7559 1.4176 -7.3335  -0.1237
C 2.2396 0.5902 -6.1386  -0.4631
N 1.6843 -0.6743 -6.7229  -0.1141
O 1.2344 -1.3851 -5.6294  -0.0835
C 3.2567 0.3895 -4.9749  -0.0013
C 1.0187 1.3763 -5.6325  -0.0473
C 3.8324 -2.0335 -6.6696  0.0153
H 1.0995 -2.3937 -8.8659  0.0475
H 1.2891 -3.2938 -7.2880  0.0812
H 2.4349 -3.4673 -8.6508  0.0984
H 3.6813 -1.3301 -9.2512  0.1141
H 2.1693 -0.3925 -9.2117  0.1254
H 4.2349 1.0523 -9.0073  0.1229
H 4.5704 0.3537 -7.4621  0.0742
H 1.8583 1.6167 -7.9530  0.1097
H 2.9875 2.4363 -6.9701  0.1309
H 4.2111 0.3480 -5.3078  0.0289
H 3.1710 1.3153 -4.3695  0.0842
H 3.0126 -0.4261 -4.3037  0.0759
H 0.4878 0.8592 -4.7588  0.0895
H 1.2770 2.4193 -5.3221  0.0886
H 0.2278 1.5054 -6.4167  0.0839
H 4.4484 -2.6625 -7.3077  0.0978
H 3.5098 -2.5072 -5.8154  0.0248
H 4.3091 -1.1242 -6.4560  0.0224
H 0.2656 -1.3592 -5.8367  0.0574
C -2.1613 5.7753 3.9837  -0.0292
C -1.6909 5.8707 2.5071  -0.4917
C -0.4007 6.6837 2.3702  -0.1267
C 0.8269 5.8223 2.6963  -0.1667
C 0.8489 4.5482 1.8645  -0.1565
C -0.2940 3.6933 2.2188  -0.4842
N -1.5188 4.5470 1.8836  -0.1042
O -2.7344 3.8391 2.0344  -0.0346
C -0.3324 2.4806 1.2652  -0.0217
C -0.2240 3.0793 3.6030  -0.0089
C -2.8580 6.6087 1.6910  -0.0096
H -2.6988 4.8288 4.1270  0.0782
H -2.7942 6.6248 4.2956  0.0831
H -1.3022 5.8863 4.6765  0.0760
H -0.3712 7.0358 1.3245  0.1070
H -0.5311 7.5191 3.0169  0.1099
H 0.8330 5.6370 3.7889  0.0989
H 1.7789 6.4192 2.5798  0.1232
H 1.8160 3.9973 1.8889  0.1355
H 0.7880 4.9525 0.8400  0.1000
H -1.2269 1.8707 1.4641  0.0739
H -0.4094 2.7766 0.2213  0.0604
H 0.5845 1.8144 1.3506  0.1087
H -0.2358 3.7315 4.4970  0.0758
H -0.9554 2.2983 3.8368  0.0764
H 0.7452 2.5144 3.5969  0.0987
H -3.8305 6.1062 1.8568  0.0862
H -2.6025 6.4019 0.6283  0.0510
H -2.8552 7.6963 1.9141  0.0942
H -3.0613 3.9912 1.1158  0.0870
C -0.7617 0.9568 -9.5522  -0.1194
C -1.0044 -0.3688 -8.8743  -0.2822
C -1.3502 -1.5178 -9.8278  -0.1717
C -0.3030 -1.5476 -10.8898  -0.2475
N 0.5284 -1.4943 -11.6702  0.1548
H -0.4644 1.7263 -8.8029  0.0664
H -1.6343 1.3205 -10.1089  0.0784
H 0.1146 0.8797 -10.2655  0.0807
H -1.7516 -0.1900 -8.0962  0.0993
H -0.0952 -0.7480 -8.3052  0.0875
H -2.3047 -1.5102 -10.2890  0.1008
H -1.3452 -2.4671 -9.3490  0.0931
C -6.4123 1.3903 -3.2271  -0.0884
C -7.3615 0.7823 -2.2064  -0.2278
C -8.0213 -0.5732 -2.6656  -0.1790
C -7.1013 -1.6577 -3.0117  -0.1990
N -6.4124 -2.5247 -3.4079  0.1527
H -5.8117 2.1732 -2.7033  0.0874
H -6.9144 1.8580 -4.0152  0.0483
H -5.7949 0.6514 -3.7319  0.0733
H -8.1983 1.3692 -1.8008  0.1171
H -6.8042 0.4493 -1.3224  0.0635
H -8.4717 -0.3562 -3.6416  0.1196
H -8.7760 -0.9442 -1.9861  0.1024
C 5.3485 -1.4432 -2.0933  -0.0925
C 5.6522 -2.3013 -0.8784  -0.2381
C 5.2688 -1.5782 0.4089  -0.1968
C 3.9060 -1.1198 0.5067  -0.2245
N 2.7988 -0.7630 0.6897  0.1969
H 5.5902 -1.9411 -3.0172  0.0657
H 6.0822 -0.6193 -2.0318  0.0884
H 4.3282 -1.0801 -2.0803  0.0589
H 6.6570 -2.6421 -0.7651  0.1042
H 5.0456 -3.2212 -0.8987  0.1077
H 5.8378 -0.6682 0.5422  0.1124
H 5.3276 -2.2141 1.2795  0.1068
C 1.6664 -6.6370 -0.1465  -0.1178
C 0.9104 -5.5075 0.3618  -0.2685
C 1.6236 -4.1128 0.2663  -0.1575
C 2.6451 -4.0078 1.2907  -0.2606
N 3.3469 -3.9595 2.1924  0.1681
H 1.7232 -6.7058 -1.2294  0.0524
H 1.2863 -7.5829 0.1569  0.0748
H 2.6873 -6.4746 0.1656  0.0758
H 0.4682 -5.6242 1.3613  0.0774
H -0.0149 -5.4133 -0.2916  0.1188
H 0.9693 -3.2765 0.4538  0.0944
H 2.0167 -3.9882 -0.7624  0.1157
C 3.2448 -4.7246 -4.0658  -0.1102
C 2.4259 -5.4039 -5.1218  -0.2347
C 0.9047 -5.0902 -4.9507  -0.1801
C 0.1946 -5.8856 -3.9727  -0.2368
N -0.1242 -6.6608 -3.2200  0.1772
H 2.9961 -3.6788 -4.1070  0.0461
H 4.3678 -4.8043 -4.0778  0.1003
H 2.9260 -5.0968 -3.1000  0.0557
H 2.5314 -6.4923 -5.1108  0.1152
H 2.7219 -5.0834 -6.1041  0.0882
H 0.4763 -5.2218 -5.9143  0.0987
H 0.8573 -4.0002 -4.7581  0.1087
C 2.1201 2.8120 -1.9057  -0.0988
C 3.2651 3.7493 -1.5695  -0.2412
C 2.9568 5.2540 -1.6227  -0.1807
C 2.3041 5.5369 -2.8886  -0.2559
N 1.7406 5.6007 -3.8795  0.1735
H 2.4837 1.7987 -1.8611  0.0486
H 1.8020 2.9015 -2.9586  0.0605
H 1.1903 2.8362 -1.3025  0.0699
H 4.0719 3.5583 -2.2410  0.0974
H 3.6626 3.5444 -0.5456  0.1170
H 3.9372 5.7806 -1.4597  0.1355
H 2.2584 5.5713 -0.8361  0.0957
C -2.7174 -3.3443 -2.6365  -0.1082
C -3.0485 -4.3030 -3.6941  -0.3071
C -3.6502 -3.5800 -4.8580  -0.1948
C -2.5694 -2.8841 -5.5832  -0.1708
N -1.6562 -2.3039 -5.9679  0.1913
H -3.5976 -2.6691 -2.3245  0.1049
H -1.8926 -2.6624 -3.0065  0.0792
H -2.3043 -3.8452 -1.7603  0.0691
H -3.7535 -5.0480 -3.3149  0.1213
H -2.2883 -4.9510 -4.1350  0.0892
H -4.4090 -2.8803 -4.5468  0.0625
H -4.0308 -4.4082 -5.5071  0.1382
C -9.1710 -2.8067 4.4765  -0.1033
C -8.1295 -3.6085 3.6614  -0.2480
C -7.2246 -2.6919 2.8217  -0.1769
C -8.0618 -1.9004 1.8628  -0.2269
N -8.6262 -1.2404 1.1514  0.1523
H -9.9920 -2.4626 3.8221  0.0698
H -8.7537 -1.8715 4.9528  0.0918
H -9.6754 -3.5256 5.1529  0.0765
H -8.6656 -4.2491 3.0329  0.0936
H -7.4982 -4.1409 4.3189  0.0841
H -6.5289 -3.2872 2.2644  0.0718
H -6.5784 -2.0020 3.4690  0.1223
C -5.3435 0.6699 4.5494  -0.0475
C -3.9631 0.2362 4.8967  -0.1624
O -3.1715 0.2654 3.6602  0.0435
C -1.9655 -0.1845 3.6773  -0.6467
O -1.3165 -0.6112 4.6220  0.0801
O -1.4770 -0.2615 2.4297  -0.0433
C -0.1123 -0.6763 2.3447  -0.0522
H -5.9203 0.0350 3.8377  0.0731
H -5.2778 1.6778 4.0924  0.0982
H -5.9304 0.7867 5.4172  0.0640
H -3.8009 -0.7456 5.3360  0.1110
H -3.4267 0.9184 5.5932  0.1271
H 0.5414 -0.0600 2.9927  0.0998
H 0.2962 -0.6700 1.3398  0.0542
H -0.0539 -1.6604 2.7555  0.0807
C -1.1334 2.0363 7.4423  -0.0572
C 0.3783 2.1046 7.4997  -0.1846
O 0.6891 3.4988 7.3528  0.0282
C 1.9430 3.7513 7.0087  -0.6463
O 2.7780 2.8967 7.0826  0.0976
O 2.0612 4.9882 6.6385  0.0251
C 3.4257 5.4960 6.4828  0.0202
H -1.3879 0.9611 7.4184  0.0918
H -1.5999 2.4063 6.5526  0.0536
H -1.5449 2.6349 8.1851  0.0573
H 0.8599 1.5081 6.6740  0.1457
H 0.7263 1.8806 8.4949  0.1255
H 3.4606 6.0426 5.5484  0.0871
H 4.1330 4.6490 6.4530  0.0825
H 3.6020 6.1813 7.3300  0.1052
C -1.3590 6.9659 -1.5762  -0.0590
C -0.9858 5.5141 -1.3040  -0.1881
O -1.5967 4.6858 -2.3198  -0.0146
C -2.7073 3.9227 -2.0929  -0.5326
O -3.4361 4.0179 -1.1375  0.1239
O -2.9041 3.2065 -3.2191  -0.0185
C -1.9054 2.9563 -4.1611  -0.0631
H -1.0825 7.3201 -2.5576  0.0743
H -1.0577 7.6820 -0.8190  0.0686
H -2.4319 7.0676 -1.6818  0.0768
H -1.3391 5.1192 -0.3320  0.0923
H 0.0741 5.4263 -1.4845  0.0786
H -1.5870 3.9513 -4.5551  0.1127
H -2.3641 2.3910 -5.0009  0.1093
H -1.0916 2.4284 -3.7433  0.0487
C -4.6344 0.2593 0.3158  -0.0172
C -3.4804 0.8571 -0.5355  -0.1075
O -2.4175 -0.1679 -0.4846  0.0400
C -1.3704 0.0693 -1.1842  -0.6243
O -1.1152 1.1537 -1.6786  0.0987
O -0.5874 -1.0220 -1.2174  -0.0109
C 0.5307 -0.8264 -2.0739  -0.0500
H -5.3559 -0.4488 -0.1725  0.0738
H -5.2308 1.0949 0.7796  0.1026
H -4.0965 -0.2816 1.0378  0.0265
H -2.9560 1.7715 -0.1927  0.1120
H -3.6079 0.9466 -1.5199  0.0670
H 0.2964 -0.9797 -3.1750  0.1037
H 1.2414 -1.4983 -1.6187  0.0636
H 1.0131 0.1560 -1.9934  0.0701